1.
A single C26H31FN4O molecule, computed with ωB97M-V/def2-TZVPD.

Each line ends with the Löwdin charge.
Atoms and positions in Å:
C1 1.077 3.696 7.446  -0.11
C2 0.189 2.516 7.818  -0.23
H1 0.793 1.611 7.897  0.10
H2 -0.285 2.698 8.784  0.11
C3 -0.907 2.265 6.777  -0.15
N1 -0.347 1.847 5.520  -0.13
C4 -0.236 2.547 4.367  -0.23
C5 0.421 1.720 3.469  -0.18
C6 0.658 0.540 4.189  -0.10
N2 0.194 0.634 5.420  0.08
H3 1.145 -0.357 3.859  0.11
C7 0.788 2.025 2.054  -0.15
N3 -0.386 2.445 1.299  -0.18
C8 -0.086 3.035 0.009  -0.18
C9 0.324 2.019 -1.062  -0.13
H4 0.488 2.529 -2.012  0.12
H5 1.258 1.529 -0.784  0.12
C10 -0.766 0.959 -1.217  -0.25
C11 -0.328 -0.130 -2.191  -0.43
O1 0.831 -0.351 -2.457  0.09
N4 -1.386 -0.834 -2.692  0.13
C12 -1.388 -1.916 -3.577  -0.21
C13 -2.622 -2.457 -3.937  -0.03
C14 -2.680 -3.523 -4.814  -0.08
C15 -1.520 -4.062 -5.339  -0.04
C16 -0.282 -3.531 -4.987  -0.17
C17 -0.223 -2.457 -4.105  0.05
H6 0.729 -2.049 -3.810  0.10
C18 0.959 -4.091 -5.545  -0.17
C19 1.994 -3.248 -5.940  0.05
C20 3.143 -3.796 -6.474  -0.27
C21 3.310 -5.161 -6.625  -0.02
C22 2.281 -5.994 -6.224  -0.07
C23 1.117 -5.468 -5.694  -0.04
H7 0.329 -6.131 -5.370  0.11
H8 2.390 -7.064 -6.325  0.11
H9 4.224 -5.548 -7.046  0.12
F1 4.136 -2.970 -6.868  0.06
H10 1.905 -2.177 -5.850  0.13
H11 -1.575 -4.881 -6.040  0.11
H12 -3.640 -3.933 -5.092  0.10
H13 -3.532 -2.040 -3.529  0.11
H14 -2.306 -0.548 -2.386  0.14
C24 -1.049 0.323 0.151  -0.12
C25 -1.398 1.417 1.171  -0.17
H15 -2.327 1.911 0.864  0.13
H16 -1.557 0.970 2.154  0.12
H17 -0.163 -0.221 0.483  0.12
H18 -1.874 -0.390 0.087  0.12
H19 -1.683 1.435 -1.587  0.15
H20 -0.991 3.558 -0.322  0.12
H21 0.703 3.778 0.142  0.12
H22 1.293 1.146 1.624  0.12
H23 1.498 2.859 2.033  0.13
C26 -0.769 3.918 4.164  -0.01
H24 -1.821 3.973 4.446  0.08
H25 -0.681 4.167 3.110  0.07
H26 -0.217 4.650 4.753  0.08
H27 -1.495 3.171 6.616  0.12
H28 -1.565 1.467 7.133  0.12
H29 0.492 4.612 7.382  0.07
H30 1.851 3.837 8.196  0.07
H31 1.560 3.521 6.488  0.07

Results
HOMO	-8.384	eV
molar mass	434.6	g/mol
HOMO-LUMO gap	9.0	eV
ΔE to the lowest compared entry with this formula, charge and spin	3.6	kcal per mole
structure (SMILES)	CCCn1ncc(CN2CCC(C(=O)Nc3cccc(-c4cccc(F)c4)c3)CC2)c1C



2.
2 unconnected molecules or ions with the total composition C2H9N3OS in a non-equilibrium geometry, computed with ωB97M-V/def2-TZVPD.

Each line ends with the Löwdin charge.
Atoms and positions in Å:
C1 -0.106 1.692 1.104  -0.03
C2 -1.438 0.267 2.386  -0.21
N1 0.623 -1.015 -3.133  -0.24
N2 1.060 -1.313 -0.570  -0.17
N3 -0.692 0.588 1.267  -0.11
O1 1.099 0.959 -1.683  -0.50
S1 1.608 -0.374 -1.847  0.76
H1 0.307 1.871 0.116  0.04
H2 0.349 -0.254 -3.820  0.06
H3 -0.363 2.534 1.689  0.06
H4 -1.318 -0.811 2.842  0.10
H5 -1.251 0.760 3.338  0.06
H6 -2.562 0.353 2.236  0.10
H7 0.810 -1.963 -3.573  0.06
H8 1.121 -2.305 -0.623  0.04
H9 0.756 -0.990 0.271  -0.03

Results
HOMO	-8.757	eV
molar mass	123.2	g/mol
HOMO-LUMO gap	9.6	eV
ΔE to the lowest compared entry with this formula, charge and spin	14.7	kcal per mole



3.
A molecular structure, C40H43BGeN12OPb, computed with ωB97M-V/def2-TZVPD.

Each line ends with the Löwdin charge.
Atoms and positions in Å:
Pb1 1.013 1.142 0.451  1.48
C1 -2.790 -0.911 1.912  -0.03
C2 -2.121 0.147 1.301  -0.13
N1 -0.801 -0.047 1.390  -0.09
N2 -0.592 -1.213 2.040  0.03
C3 -1.781 -1.751 2.362  -0.03
B1 0.826 -1.884 2.180  -0.63
N3 1.835 -0.901 2.840  0.04
C4 2.623 -1.069 3.920  -0.01
C5 3.473 0.017 4.032  0.00
C6 3.152 0.831 2.956  -0.12
N4 2.170 0.273 2.240  -0.10
N5 1.337 -2.167 0.709  0.05
C7 1.779 -3.286 0.095  -0.03
C8 2.070 -2.993 -1.231  -0.03
C9 1.787 -1.641 -1.365  -0.16
N6 1.349 -1.146 -0.200  -0.10
N7 0.642 -3.102 3.047  -0.04
C10 0.293 -3.070 4.383  -0.11
C11 0.179 -4.344 4.816  -0.03
C12 0.451 -5.128 3.667  -0.11
N8 0.698 -4.386 2.596  0.07
H1 -3.856 -1.040 2.038  0.11
H2 -2.523 1.043 0.840  0.12
H3 -1.844 -2.690 2.898  0.14
H4 2.558 -1.952 4.538  0.14
H5 4.225 0.186 4.789  0.13
H6 3.589 1.775 2.652  0.12
H7 1.847 -4.209 0.643  0.11
H8 2.458 -3.668 -1.981  0.12
H9 1.885 -0.999 -2.234  0.12
H10 0.150 -2.140 4.923  0.14
H11 -0.119 -4.687 5.795  0.12
H12 0.453 -6.206 3.585  0.12
C13 0.504 4.490 -3.502  0.03
C14 0.989 3.893 -2.209  -0.48
O1 0.430 2.891 -1.693  -0.10
N9 2.038 4.506 -1.647  0.11
C15 2.626 4.099 -0.370  -0.10
C16 3.665 2.997 -0.504  -0.23
C17 4.957 3.276 -0.920  0.03
C18 5.892 2.251 -0.972  0.01
C19 5.516 0.957 -0.633  0.00
C20 4.208 0.730 -0.263  -0.11
N10 3.320 1.736 -0.195  0.00
H13 -0.310 3.898 -3.910  0.08
H14 1.320 4.529 -4.227  0.10
H15 0.151 5.509 -3.333  0.11
H16 2.452 5.281 -2.138  0.16
H17 1.824 3.758 0.272  0.05
H18 3.086 4.968 0.091  0.14
H19 5.234 4.291 -1.179  0.14
H20 6.913 2.465 -1.261  0.14
H21 6.226 0.139 -0.654  0.13
H22 3.848 -0.264 -0.013  0.11
C21 1.355 5.458 4.310  0.01
N11 0.259 4.562 3.880  -0.16
C22 -1.051 4.688 4.568  0.02
C23 0.449 3.664 2.966  -0.22
N12 0.612 2.838 2.155  0.09
H23 1.026 6.491 4.245  0.10
H24 2.230 5.319 3.682  0.09
H25 1.625 5.244 5.343  0.11
H26 -1.472 5.672 4.374  0.10
H27 -0.909 4.581 5.640  0.10
H28 -1.738 3.927 4.213  0.09
C24 -3.068 1.134 -2.344  -0.17
Ge1 -2.481 -0.603 -2.915  1.28
C25 -1.443 -0.731 -4.450  -0.34
C26 -1.269 0.444 -5.206  -0.09
C27 -0.507 0.395 -6.357  -0.03
C28 0.080 -0.808 -6.750  0.01
C29 -0.090 -1.973 -5.998  -0.03
C30 -0.864 -1.949 -4.855  -0.09
C31 -2.813 -2.163 -1.796  -0.18
C32 -1.716 -2.993 -1.518  -0.06
C33 -1.856 -4.094 -0.690  0.02
C34 -3.109 -4.400 -0.142  0.08
C35 -4.221 -3.599 -0.414  -0.15
C36 -5.493 -3.919 0.125  0.12
C37 -6.636 -3.158 -0.192  0.03
C38 -6.520 -2.078 -1.035  0.03
C39 -5.264 -1.739 -1.575  0.06
C40 -4.090 -2.470 -1.265  -0.18
H29 -3.524 1.655 -3.187  0.05
H30 -2.182 1.692 -2.024  0.03
H31 -3.784 1.066 -1.530  0.03
H32 -1.728 1.377 -4.902  0.10
H33 -0.378 1.287 -6.957  0.13
H34 0.670 -0.843 -7.658  0.13
H35 0.374 -2.899 -6.315  0.13
H36 -1.024 -2.862 -4.295  0.10
H37 -0.738 -2.777 -1.936  0.09
H38 -1.002 -4.729 -0.484  0.13
H39 -3.230 -5.285 0.477  0.15
H40 -5.577 -4.768 0.798  0.15
H41 -7.602 -3.428 0.218  0.14
H42 -7.399 -1.499 -1.291  0.14
H43 -5.208 -0.915 -2.279  0.11

Results
charge	+4
HOMO (alpha / beta)	-17.479 / -17.479	eV
molar mass	998.5	g/mol
HOMO-LUMO gap (alpha / beta)	4.0 / 4.7	eV
ΔE to the lowest compared entry with this formula, charge and spin	0.0	kcal per mole